Entry 1:
C31H75Li4N5O13 | the ωB97M-V functional and the def2-TZVPD basis

Results
- molar mass (g/mol) = 753.73
- net charge = +2
- multiplicity = 1
- DFT total energy (a.u.) = -2507.63772
- LUMO (Ha) = -0.2519

CARTESIAN COORDINATES (ANGSTROEM)
Li1 -10.66632 -9.56607 -24.79108
Li2 -14.00016 -6.94977 -21.67652
Li3 -12.38438 -5.97585 -24.88716
Li4 -13.45734 -9.99015 -22.38096
C1 -11.78906 -7.84499 -23.41082
O1 -11.19499 -7.66216 -24.48200
O2 -11.83561 -9.06423 -23.01501
O3 -12.50610 -6.89224 -22.94155
C2 -8.79464 -4.07550 -28.70320
O4 -9.37707 -3.95968 -27.42371
C3 -9.15729 -5.07923 -26.61050
C4 -9.48202 -4.72576 -25.15591
N1 -10.92663 -4.39371 -25.10518
C5 -11.32206 -3.77732 -23.83127
C6 -10.63083 -2.45602 -23.42820
O5 -10.48154 -1.46714 -24.39047
C7 -11.67743 -0.80950 -24.77512
H1 -9.21148 -3.21374 -29.22616
H2 -9.09384 -4.99413 -29.22371
H3 -7.70084 -4.04858 -28.70645
H4 -8.13032 -5.45144 -26.56502
H5 -9.90307 -5.86692 -26.78714
H6 -8.82821 -3.96391 -24.73071
H7 -9.43647 -5.61402 -24.51609
H8 -11.07998 -3.73312 -25.86822
H9 -11.06847 -4.51542 -23.06087
H10 -12.41611 -3.71264 -23.73609
H11 -9.63434 -2.86567 -23.22556
H12 -10.86965 -2.06003 -22.43555
H13 -12.11236 -0.35364 -23.87601
H14 -12.45631 -1.50802 -25.10446
H15 -11.40003 -0.07983 -25.52645
C8 -7.75285 -1.80327 -15.66653
O6 -8.60962 -2.82915 -16.14191
C9 -9.08694 -3.78221 -15.21864
C10 -10.25612 -4.58071 -15.87441
N2 -10.25837 -4.53576 -17.37093
C11 -9.63034 -5.76025 -17.95325
C12 -9.67885 -5.72144 -19.47801
O7 -8.63795 -6.59258 -19.96340
C13 -8.79728 -6.78725 -21.33679
H16 -7.46175 -1.24106 -16.55766
H17 -6.79287 -2.30383 -15.49293
H18 -8.06034 -1.10280 -14.89493
H19 -9.47954 -3.17278 -14.39999
H20 -8.35267 -4.47916 -14.80396
H21 -11.18734 -4.03890 -15.66360
H22 -10.48074 -5.51962 -15.36593
H23 -9.50113 -3.85482 -17.42282
H24 -9.91908 -6.73113 -17.55666
H25 -8.58251 -5.58666 -17.67504
H26 -9.49728 -4.70942 -19.83966
H27 -10.64027 -6.14181 -19.79211
H28 -7.99342 -7.48128 -21.59686
H29 -8.69210 -5.90822 -21.98676
H30 -9.75106 -7.25967 -21.61816
C14 -10.77410 -9.76896 -30.37253
O8 -11.42102 -9.86472 -29.13628
C15 -11.46627 -8.67311 -28.34943
C16 -12.38647 -9.05242 -27.20243
N3 -11.85279 -10.16316 -26.39911
C17 -12.95316 -10.88695 -25.70769
C18 -13.72485 -11.80920 -26.62973
O9 -12.79678 -12.52769 -27.40463
C19 -13.39791 -13.20857 -28.48774
H31 -10.23159 -8.83501 -30.55097
H32 -11.56507 -9.70940 -31.14430
H33 -10.21829 -10.67977 -30.59791
H34 -11.89279 -7.87762 -28.96807
H35 -10.45030 -8.40548 -28.03825
H36 -13.34591 -9.28133 -27.67974
H37 -12.60488 -8.14617 -26.62485
H38 -11.63274 -10.82592 -27.14957
H39 -13.57202 -10.17397 -25.15441
H40 -12.44223 -11.52844 -24.97874
H41 -14.43385 -11.27034 -27.26899
H42 -14.34827 -12.48445 -26.02891
H43 -13.99722 -14.03903 -28.09136
H44 -12.57697 -13.56425 -29.10573
H45 -14.09405 -12.56830 -29.04079
C20 -17.63917 -14.28982 -16.35878
O10 -16.57962 -13.61205 -17.01733
C21 -15.37829 -13.69971 -16.27037
C22 -14.23404 -12.74004 -16.65373
N4 -14.72292 -11.38470 -16.66686
C23 -13.76384 -10.43813 -17.19960
C24 -13.68630 -10.40435 -18.75270
O11 -12.92222 -9.27306 -19.15468
C25 -11.62374 -9.50826 -19.64735
H46 -18.33790 -14.62715 -17.12035
H47 -18.05209 -13.65865 -15.57214
H48 -17.29551 -15.22282 -15.89709
H49 -14.98410 -14.70937 -16.45138
H50 -15.60945 -13.64523 -15.20252
H51 -13.90499 -13.06392 -17.65551
H52 -13.40784 -12.96429 -15.98020
H53 -15.59163 -11.26800 -17.16912
H54 -12.73304 -10.41013 -16.85206
H55 -14.22065 -9.47040 -16.95256
H56 -14.68973 -10.43185 -19.18303
H57 -13.10845 -11.29116 -19.04307
H58 -10.92988 -9.79474 -18.84619
H59 -11.17150 -8.57575 -19.98246
H60 -11.53403 -10.30314 -20.39362
C26 -10.37055 -12.17471 -22.79790
O12 -9.81731 -11.29921 -23.77145
C27 -8.66247 -11.83978 -24.45638
C28 -7.78061 -10.70789 -25.01241
N5 -8.72367 -9.71926 -25.61605
C29 -8.21000 -8.35430 -25.52911
C30 -7.12549 -8.00773 -26.55640
O13 -6.47248 -6.81632 -26.19497
C31 -5.53847 -6.36948 -27.15120
H61 -11.16660 -11.64330 -22.28370
H62 -9.65853 -12.58927 -22.08017
H63 -10.71355 -13.02077 -23.41028
H64 -9.11420 -12.49960 -25.20504
H65 -8.15888 -12.50042 -23.74535
H66 -7.30426 -11.18858 -25.86925
H67 -7.07752 -10.23836 -24.33206
H68 -8.58482 -9.89077 -26.61088
H69 -8.01197 -8.07823 -24.48799
H70 -9.03580 -7.64635 -25.68516
H71 -7.55796 -7.93067 -27.56206
H72 -6.35621 -8.79274 -26.57620
H73 -5.25441 -5.33133 -27.01711
H74 -5.87393 -6.55030 -28.17988
H75 -4.62846 -6.98256 -27.11931

Forces on the atoms, in the same order (eV/Å):
0.3678 -0.2937 -0.0048
1.0947 0.4580 -0.2041
1.1877 -0.0858 0.3477
1.3015 0.0753 -0.2245
-1.1349 -1.4535 -1.1797
1.4113 1.3805 -1.9124
-1.4644 -0.9674 1.8931
-1.8297 0.7241 1.5452
-0.4559 0.3412 -0.4608
0.3328 -0.4522 0.3891
-0.2356 0.0364 1.8837
-0.8511 -0.4860 0.0265
-0.4045 0.8816 -0.1619
-0.7972 0.1354 0.7439
1.5772 -1.1868 0.3390
-0.0686 -0.3137 -0.6192
-0.1812 -0.3368 1.1420
0.3861 -0.1583 -0.3418
-0.1611 0.0111 0.1153
-0.0306 0.1579 0.2807
-0.0591 -0.0208 -0.7133
0.3223 -0.3065 -0.7850
-0.0926 0.2016 -0.2836
0.6032 -0.0994 -0.2276
-0.0762 0.1042 0.1624
0.1513 0.1746 0.1514
-0.0701 0.1424 -0.4989
0.3665 0.6878 -0.1923
-0.9338 -0.0498 -0.1189
0.0577 0.4567 -0.2231
0.2142 -0.0296 -0.4953
-0.2403 0.0213 -0.0405
1.7744 -0.9140 -1.5970
-0.4037 0.0464 -0.3355
-0.8140 0.1598 0.5356
-1.7752 1.5381 0.0930
0.4247 -1.5259 0.8312
1.6102 1.6907 0.0552
0.5509 -1.0072 0.9577
-1.1217 0.8125 -0.0465
0.7685 -0.9300 -0.5914
-0.5953 0.3168 0.0211
-0.0032 0.2660 1.0574
-0.5190 -0.4764 0.2881
-0.1815 -0.5406 0.3960
0.5427 0.2719 -0.3056
0.2657 0.2502 0.3623
0.7032 -0.4246 -0.4972
-0.4470 0.3946 -1.0873
-0.5300 0.2076 0.1439
0.3078 -1.0030 -0.3047
-0.2911 0.1023 -0.1270
-0.1891 0.3777 -0.3673
-0.1187 0.0336 -0.2928
0.0662 0.3221 0.4224
-0.1035 -0.0210 0.2816
-1.1465 0.2880 -1.6699
0.3112 0.0603 0.9798
-0.0573 -1.1188 -0.5522
-0.4103 1.0946 -0.3157
-1.1621 0.2096 -0.5921
1.1395 -0.2462 0.2107
-0.6640 -0.0948 -0.0410
-0.0025 0.6374 0.3637
-0.3299 -0.3838 0.3006
0.5127 -0.2701 0.5367
0.2054 -0.1654 0.0742
0.3221 0.2675 0.2946
-0.0324 0.2378 0.2910
-0.0306 0.1462 0.1624
-0.0040 -0.3403 0.0270
0.3222 -0.1931 0.4219
0.7283 -0.1299 0.3050
-0.2484 -0.0209 -0.1927
-0.1295 0.0095 0.1348
0.1530 0.1549 -0.1546
0.0483 -0.0980 0.0597
0.1990 -0.1190 -0.2315
-0.2502 -0.0643 -0.1257
0.3134 0.1320 -0.1216
0.4547 -0.5298 -0.0989
0.4626 0.6981 -0.2421
0.5789 -1.0474 0.2953
-2.0274 -1.2023 -1.1198
1.8027 0.2069 0.5796
-1.6564 1.7916 -1.0757
1.4573 -1.0951 1.0575
-0.8522 0.8103 -1.0915
1.1478 -0.1453 1.0499
-0.3404 0.5166 0.0803
-0.3600 -0.0084 -0.1309
0.2205 0.0963 0.0867
0.0961 -0.0615 0.2656
0.0724 0.3394 0.0464
0.1542 0.0089 -0.0193
-0.0502 0.5701 0.2664
-0.1647 -0.4454 0.1300
-0.1870 -0.6189 0.6070
0.5390 0.1993 0.0824
0.0217 0.2770 -0.1780
-0.4074 -0.1840 -0.3582
-0.2601 -0.2785 0.1854
-0.4490 0.0564 -0.4643
-0.3244 0.1380 -0.2757
0.2705 -0.6398 -1.4812
0.6241 1.1339 0.6803
-0.8159 -0.2074 1.1306
-1.6800 -1.1052 -0.9882
1.1840 0.4836 -0.5855
-0.8091 1.7250 0.2990
0.8951 -0.4074 0.8053
-0.5409 0.6128 0.2222
0.7585 -1.0518 -0.7786
-0.0705 -0.0677 -0.0360
0.1997 0.4115 0.0475
-0.6004 -0.2096 0.6847
0.5678 0.1914 -0.5252
0.4185 0.1708 -0.1229
0.8707 0.0699 0.4330
-0.0790 -0.1927 0.2058
-0.9557 -0.3013 -0.0371
0.8992 -0.4041 -0.0853
-0.1094 -0.3161 -0.4276
-0.1277 0.0083 -0.0334
-0.1511 -0.2635 -0.1530
-0.3146 0.0662 0.2719
-0.4522 0.4020 0.0337
0.0937 0.1079 0.3710

=====

Entry 2:
C5H9NO2 | the ωB97M-V functional and the def2-TZVPD basis

Results
- molar mass (g/mol) = 115.13
- multiplicity = 1
- SMILES = O[C@H]1[C@H](O)CN2C[C@H]12
- DFT total energy (a.u.) = -400.99363
- LUMO (Ha) = 0.0253

CARTESIAN COORDINATES (ANGSTROEM)
C1 -0.32873 0.90250 0.25925
C2 0.58748 0.19750 1.25500
C3 1.58776 -0.55133 -0.73591
C4 0.18104 -1.17810 -0.40385
C5 -1.01884 -0.14337 -0.39940
H1 0.60000 2.61441 0.04853
H2 -1.38062 1.29147 0.79154
H3 1.55143 0.71191 1.57435
H4 0.07670 -0.06829 2.15212
H5 2.51757 -0.96456 -1.06232
H6 1.70562 0.57088 -0.80162
H7 0.09323 -2.21232 -1.04218
H8 -0.98922 0.06698 -1.42650
H9 -2.19764 -1.06146 0.83751
N1 1.12858 -1.03497 0.58090
O1 0.30029 1.85574 -0.57392
O2 -2.29148 -0.48917 -0.04961

Forces on the atoms, in the same order (eV/Å):
-2.6755 3.7822 4.3709
3.0747 0.3686 0.6332
-0.6481 1.8228 0.9975
-0.6462 -3.4890 -5.4805
3.1022 -3.3110 -3.6984
-0.7880 -1.8553 -1.6619
3.0184 0.3789 -0.4612
-1.4984 0.1159 -0.3080
-0.5845 -0.3839 0.6266
-0.1898 -1.3418 -0.6362
-0.5219 -1.7490 -0.0452
-0.2103 2.2462 2.1871
-0.7952 0.7088 -1.6962
-0.6637 1.8457 -2.8444
0.2994 1.2496 2.2837
-0.0308 2.2816 1.7824
-0.2422 -2.6704 3.9507

=====

Entry 3:
C26H32FIN4O5Zr | the ωB97M-V functional and the def2-TZVPD basis

Results
- molar mass (g/mol) = 717.69
- <S²> = 0.78
- net charge = +1
- multiplicity = 2
- DFT total energy (a.u.) = -2049.68225
- LUMO (spin up / spin down) (Ha) = -0.1033 / -0.1034

CARTESIAN COORDINATES (ANGSTROEM)
Zr1 -0.01041 -0.36432 0.00913
F1 0.70719 1.78188 6.69424
C1 -0.11321 0.81869 6.19724
C2 -0.14510 0.62031 4.83667
C3 -0.95376 -0.40308 4.31056
C4 -1.00342 -0.69523 2.94259
O1 -0.27290 -0.04654 2.03582
C5 -1.84038 -1.74767 2.48361
C6 -2.57474 -2.49084 3.33374
N1 -2.55498 -2.20973 4.68898
C7 -3.35324 -2.99519 5.58594
C8 -4.74333 -3.37556 5.17919
C9 -4.53270 -2.35605 6.26076
C10 -1.73834 -1.19711 5.21280
C11 -1.68516 -0.94787 6.56961
C12 -0.86844 0.08103 7.08518
N2 -0.83884 0.28793 8.50147
C13 0.12066 -0.54102 9.20506
C14 -0.23776 -0.60524 10.67352
N3 -0.27996 0.80882 11.21346
C15 -1.23873 1.68178 10.42926
C16 -0.81148 1.65240 8.97825
C17 -1.72540 -1.83002 1.00075
O2 -0.67246 -2.40676 0.51465
O3 -2.31952 -0.99406 0.29102
H1 0.45711 1.23102 4.17954
H2 -3.20778 -3.30926 3.03206
H3 -2.79185 -3.72200 6.16639
H4 -5.08699 -4.36160 5.45566
H5 -5.10737 -3.01046 4.22946
H6 -4.74542 -2.63126 7.28461
H7 -4.72588 -1.32388 6.00214
H8 -2.29359 -1.51248 7.26021
H9 1.15310 -0.16536 9.08905
H10 0.10143 -1.55198 8.80113
H11 0.48319 -1.15549 11.27479
H12 -1.23799 -1.00764 10.82287
H13 0.65606 1.21346 11.13757
H14 -0.52020 0.80847 12.20373
H15 -1.19165 2.67560 10.87062
H16 -2.22696 1.25092 10.57605
H17 0.18130 2.12028 8.88268
H18 -1.50312 2.26050 8.39668
O4 -0.27362 -0.82241 -2.05878
N4 -1.39037 -1.28807 -2.61605
C18 -2.38052 -0.43051 -2.89438
C19 -3.54220 -0.90997 -3.46472
C20 -3.66211 -2.26307 -3.72833
C21 -2.61606 -3.11936 -3.41824
C22 -1.47108 -2.60606 -2.85173
H19 -2.17248 0.59517 -2.61997
H20 -4.33545 -0.21120 -3.68475
H21 -4.56878 -2.65116 -4.17200
H22 -2.67288 -4.18115 -3.60641
H23 -0.59952 -3.17052 -2.56097
I1 -0.82708 2.30521 -0.49894
C23 2.75059 -2.48892 -0.76614
C24 2.95790 -1.32626 0.19088
C25 2.84589 -1.77364 1.63874
C26 4.29066 -0.64233 -0.06622
O5 1.92225 -0.34414 -0.06281
H24 3.58950 -3.18480 -0.69638
H25 2.68963 -2.13638 -1.79630
H26 1.83872 -3.04401 -0.53046
H27 3.68327 -2.42844 1.89054
H28 1.92287 -2.32963 1.82047
H29 2.86514 -0.91242 2.30691
H30 5.11315 -1.34998 0.05481
H31 4.43509 0.18112 0.63393
H32 4.32543 -0.23789 -1.07772

Forces on the atoms, in the same order (eV/Å):
0.6128 1.2815 0.0460
0.0484 0.0121 -0.0427
0.0649 0.0248 -0.0532
0.0618 0.0292 -0.0112
-0.1295 -0.1778 0.3144
0.2019 0.1685 -0.5461
0.0644 -0.3173 0.1179
-0.2719 -0.3684 0.0290
0.0374 0.1035 0.1334
-0.0488 0.1339 0.0683
0.0167 -0.0604 -0.0141
0.0186 0.0264 0.0453
0.0009 0.0000 -0.0549
-0.0027 -0.0578 -0.1970
0.0119 0.0881 0.0176
-0.1195 -0.0377 0.0045
-0.0335 -0.1947 0.0325
0.1151 0.0004 -0.0445
-0.0737 0.2563 0.2087
0.0011 -0.0159 -0.1208
0.1169 -0.1368 0.2487
-0.0281 0.1321 -0.0386
0.4453 0.0308 -0.1582
-0.0645 0.0900 0.2277
-0.2991 -0.0699 -0.1016
-0.0132 -0.0164 -0.0277
0.0058 0.0005 -0.0148
0.0167 -0.0008 -0.0154
-0.0121 0.0014 -0.0195
-0.0104 -0.0129 0.0002
-0.0012 0.0136 -0.0021
-0.0140 0.0015 0.0299
0.0147 0.0067 0.0177
0.0046 -0.0156 0.0159
-0.0351 0.0054 -0.0220
0.0256 -0.0439 -0.0655
0.0155 -0.0573 -0.0391
0.0172 0.0044 -0.0083
-0.0472 -0.0207 0.0055
-0.0194 0.0340 -0.0726
-0.0259 0.0202 -0.0509
-0.0323 -0.0011 0.0390
-0.0110 -0.0232 -0.0089
-0.0592 -0.2362 -0.0114
0.1611 -0.0133 0.2465
-0.0183 -0.1065 -0.0601
0.1317 0.1370 0.0715
-0.1238 -0.0636 -0.0653
0.1116 -0.0025 0.0350
-0.1579 0.0944 -0.0692
-0.0734 0.0207 -0.0187
-0.0201 -0.0281 -0.0123
0.0129 -0.0021 0.0028
-0.0305 0.0047 -0.0131
-0.0099 -0.0343 0.0064
0.0122 -0.1903 -0.0252
0.1099 -0.2035 -0.0839
-0.1310 0.5328 -0.1721
0.0924 -0.1222 0.1419
0.0865 0.0304 0.0203
-0.5623 -0.8303 0.1624
-0.0344 -0.0162 0.0094
0.0171 0.0709 0.0135
-0.0349 0.0619 0.0374
-0.0159 0.0085 0.0147
-0.0476 0.0351 -0.0681
0.0227 0.0310 -0.0255
-0.0115 0.0176 0.0082
-0.0192 -0.0018 -0.0024
-0.0331 -0.0310 -0.0152